Record 1
This record from the OMol25 dataset describes a structure of composition C58H46N6OP2RbS2. The level of theory is wB97M-V/def2-TZVPD.

**HOMO level**: -0.1364 Ha
**Net charge**: -1
**Gap between HOMO and LUMO**: 0.210 Eh
**2S+1**: 1

Last column: Löwdin charge in e.
Atoms and positions in Å:
Rb  -0.2910  -0.4713  -0.4889  0.69
O  0.6269  1.8815  0.2184  -0.67
S  0.1693  1.9278  1.6420  0.90
C  -0.6349  3.5477  1.8049  -0.33
C  0.0386  4.7077  2.1835  -0.08
C  -0.6383  5.9129  2.2219  -0.07
C  -1.9845  5.9658  1.8736  -0.06
C  -2.6367  4.8155  1.4710  -0.07
C  -1.9752  3.5870  1.4241  -0.35
P  -2.7827  2.0535  0.7361  1.06
C  -4.2444  1.9584  1.8338  -0.37
C  -4.2127  2.4777  3.1288  -0.11
C  -5.2534  2.2406  4.0172  -0.09
C  -6.3464  1.4843  3.6204  -0.10
C  -6.3889  0.9635  2.3340  -0.07
C  -5.3453  1.1870  1.4474  -0.14
C  -3.3770  2.8779  -0.7953  -0.35
C  -2.3736  3.2330  -1.6991  -0.10
C  -2.6783  3.9299  -2.8560  -0.09
C  -3.9974  4.2617  -3.1397  -0.11
C  -5.0022  3.8877  -2.2610  -0.09
C  -4.6950  3.2033  -1.0905  -0.07
C  1.6489  2.2736  2.6192  -0.38
C  2.7027  2.8167  1.8926  -0.09
C  3.8797  3.1757  2.5233  -0.06
C  4.0035  2.9806  3.8914  -0.08
C  2.9750  2.3783  4.5957  -0.12
C  1.7700  1.9977  3.9895  -0.35
P  0.7323  0.9932  5.1605  1.11
C  -0.3482  -0.0644  4.1515  -0.42
C  -1.7041  0.1681  3.9170  -0.10
C  -2.4528  -0.7402  3.1883  -0.08
C  -1.8614  -1.8912  2.6767  -0.10
C  -0.5156  -2.1335  2.9146  -0.08
C  0.2322  -1.2338  3.6639  -0.13
C  -0.4572  2.1935  5.8678  -0.38
C  -1.2010  1.7613  6.9657  -0.11
C  -2.1825  2.5700  7.5194  -0.09
C  -2.4225  3.8327  6.9942  -0.10
C  -1.6723  4.2826  5.9170  -0.08
C  -0.6984  3.4652  5.3600  -0.08
H  1.0829  4.6749  2.4627  0.10
H  -0.1136  6.8115  2.5215  0.10
H  -2.5170  6.9085  1.9009  0.10
H  -3.6771  4.8603  1.1708  0.12
H  -3.3624  3.0593  3.4648  0.09
H  -5.1991  2.6416  5.0223  0.09
H  -7.1560  1.2923  4.3142  0.10
H  -7.2241  0.3527  2.0143  0.10
H  -5.3695  0.7171  0.4721  0.04
H  -1.3429  2.9664  -1.4833  0.10
H  -1.8879  4.2005  -3.5453  0.11
H  -4.2403  4.7961  -4.0499  0.10
H  -6.0346  4.1296  -2.4826  0.10
H  -5.4890  2.9294  -0.4092  0.10
H  2.5724  2.9413  0.8245  0.12
H  4.6958  3.5952  1.9496  0.11
H  4.9173  3.2546  4.4033  0.10
H  3.1123  2.1534  5.6475  0.09
H  -2.1767  1.0672  4.2954  0.09
H  -3.4963  -0.5390  2.9803  0.10
H  -2.4470  -2.5735  2.0735  0.07
H  -0.0475  -3.0294  2.5250  0.11
H  1.2738  -1.4468  3.8786  0.09
H  -1.0167  0.7755  7.3783  0.10
H  -2.7600  2.2143  8.3634  0.10
H  -3.1888  4.4647  7.4253  0.10
H  -1.8477  5.2666  5.4984  0.10
H  -0.1247  3.8240  4.5208  0.08
C  -4.4106  -0.4356  -3.9055  -0.11
C  -3.4885  0.5994  -3.8985  -0.09
C  -2.1387  0.3410  -3.7031  -0.04
C  -1.6766  -0.9633  -3.5094  -0.36
C  -2.6214  -1.9995  -3.5194  -0.07
C  -3.9651  -1.7375  -3.7142  -0.11
N  -0.3437  -1.1839  -3.1575  -0.03
C  0.3856  -2.0708  -3.7875  -0.25
C  0.0230  -2.6459  -5.0704  -0.03
C  0.8538  -3.4746  -5.7478  -0.11
C  2.1243  -3.8529  -5.2252  -0.13
C  2.5015  -3.3705  -4.0121  -0.05
C  1.6657  -2.5049  -3.2521  -0.22
N  2.0001  -2.0857  -2.0023  0.04
N  3.1357  -2.4626  -1.5629  0.02
C  3.4542  -2.0236  -0.2779  -0.33
C  4.7145  -2.4358  0.1910  -0.03
C  5.1428  -2.0367  1.4357  -0.09
C  4.3129  -1.2241  2.2038  -0.08
C  3.0887  -0.8743  1.6637  -0.16
N  2.6493  -1.2574  0.4672  0.10
H  -5.4674  -0.2293  -4.0188  0.09
H  -3.8228  1.6224  -4.0220  0.08
H  -1.4183  1.1511  -3.6775  0.10
H  -2.2851  -3.0103  -3.3205  0.12
H  -4.6789  -2.5524  -3.6756  0.10
H  -0.9258  -2.3587  -5.5023  0.10
H  0.5458  -3.8509  -6.7180  0.09
H  2.7695  -4.5172  -5.7858  0.08
H  3.4515  -3.6452  -3.5762  0.09
H  5.3166  -3.0589  -0.4556  0.10
H  6.1118  -2.3471  1.8080  0.10
H  4.5988  -0.8708  3.1855  0.09
H  2.4182  -0.2383  2.2307  0.07
C  -5.5030  -5.4522  1.0320  -0.05
C  -5.7295  -4.0689  0.4883  -0.37
C  -6.9820  -3.6526  0.0501  -0.06
C  -7.0557  -2.3431  -0.3991  -0.18
N  -6.0217  -1.5239  -0.4488  0.04
C  -4.8179  -2.0157  -0.0391  -0.81
S  -3.4450  -1.0032  -0.1292  0.54
N  -4.6713  -3.2737  0.4526  0.08
H  -6.4282  -6.0276  1.0681  0.06
H  -5.0797  -5.3889  2.0351  0.07
H  -4.7795  -5.9782  0.4079  0.08
H  -7.8462  -4.3020  0.0717  0.09
H  -8.0056  -1.9320  -0.7364  0.10

***

Record 2
This record from the OMol25 dataset describes a structure of composition C58H48FGeIrN2P3S in a non-equilibrium geometry. The level of theory is wB97M-V/def2-TZVPD.

**HOMO level (alpha / beta)**: -0.6515 / -0.6631 Ha
**Net charge**: +4
**Gap between HOMO and LUMO (alpha / beta)**: 0.248 / 0.230 Eh
**2S+1**: 2

Last column: Mulliken spin population.
Atoms and positions in Å:
Ir  0.8094  0.5630  0.1855  0.01
F  -0.3002  -0.9659  -0.5337  -0.05
Ge  -0.4116  -2.7124  0.1284  0.07
C  -1.0650  -2.4469  1.9369  0.04
C  -1.6793  -3.5843  2.4697  0.00
C  -2.1479  -3.6035  3.7750  0.00
C  -2.0117  -2.4755  4.5681  0.00
C  -1.3927  -1.3449  4.0635  0.00
C  -0.9173  -1.3158  2.7475  -0.02
P  -0.1055  0.2341  2.2630  0.00
C  0.9675  0.6304  3.6417  0.00
C  1.6323  -0.3917  4.3268  0.00
C  2.4268  -0.0851  5.4175  0.00
C  2.5626  1.2351  5.8327  0.00
C  1.9018  2.2532  5.1565  0.00
C  1.1080  1.9517  4.0628  0.00
C  -1.3864  1.4970  2.0660  -0.04
C  -2.2262  1.8862  3.1104  0.00
C  -3.1739  2.8764  2.9022  0.00
C  -3.2969  3.4818  1.6581  0.00
C  -2.4778  3.0940  0.6057  0.00
C  -1.5298  2.1076  0.8219  0.02
C  -1.6736  -3.6070  -1.0464  -0.09
C  -1.4076  -4.9324  -1.3854  0.01
C  -2.3313  -5.7140  -2.0696  0.01
C  -3.5626  -5.1855  -2.4111  0.00
C  -3.8566  -3.8707  -2.0838  0.04
C  -2.9203  -3.0738  -1.4292  0.14
P  -3.3799  -1.3502  -1.1884  0.37
C  -5.0374  -1.1976  -0.6581  0.11
C  -5.5024  -2.0623  0.3547  0.07
C  -6.8137  -1.9911  0.7651  -0.02
C  -7.6684  -1.0514  0.1885  0.12
C  -7.2117  -0.1749  -0.7929  -0.02
C  -5.8968  -0.2255  -1.2036  0.05
C  -3.0332  -0.3935  -2.6612  0.06
C  -2.2393  0.7468  -2.5818  -0.02
C  -1.9752  1.4818  -3.7267  0.01
C  -2.5030  1.0849  -4.9473  0.00
C  -3.2949  -0.0533  -5.0281  0.01
C  -3.5564  -0.7982  -3.8912  0.03
C  1.4332  -3.2827  0.1073  -0.01
C  1.6483  -4.6530  0.2645  0.00
C  2.9116  -5.2178  0.1742  0.00
C  4.0041  -4.4092  -0.0832  0.00
C  3.8229  -3.0405  -0.1949  0.00
C  2.5501  -2.4639  -0.0941  0.00
P  2.6715  -0.6560  -0.2229  0.00
C  4.0720  -0.1526  0.7677  0.00
C  5.1722  0.5027  0.2106  0.00
C  6.2373  0.8627  1.0224  0.00
C  6.2074  0.5715  2.3799  0.00
C  5.1189  -0.0941  2.9319  0.00
C  4.0551  -0.4594  2.1290  0.00
C  2.8677  -0.2697  -1.9764  0.00
C  2.6582  -1.2992  -2.9048  0.00
C  2.8286  -1.0668  -4.2603  0.00
C  3.1927  0.1933  -4.7104  0.00
C  3.3792  1.2293  -3.8025  0.00
C  3.2060  1.0084  -2.4476  0.00
H  -1.8111  -4.4743  1.8637  0.00
H  -2.6150  -4.4947  4.1717  0.00
H  -2.3701  -2.4789  5.5886  0.00
H  -1.2497  -0.4984  4.7212  0.00
H  1.5107  -1.4279  4.0334  0.00
H  2.9260  -0.8770  5.9591  0.00
H  3.1733  1.4686  6.6938  0.00
H  1.9926  3.2757  5.4967  0.00
H  0.5721  2.7416  3.5506  0.00
H  -2.1414  1.4342  4.0886  0.00
H  -3.8202  3.1786  3.7143  0.00
H  -4.0378  4.2552  1.5077  0.00
H  -2.5874  3.5469  -0.3704  0.00
H  -0.9272  1.8042  -0.0485  0.03
H  -0.4612  -5.3826  -1.1320  0.00
H  -2.0894  -6.7371  -2.3212  0.00
H  -4.2965  -5.7880  -2.9282  0.00
H  -4.8293  -3.4685  -2.3438  0.00
H  -4.8323  -2.7935  0.7920  0.01
H  -7.1866  -2.6625  1.5253  0.00
H  -8.6994  -0.9984  0.5106  0.00
H  -7.8924  0.5369  -1.2378  0.00
H  -5.5343  0.4554  -1.9631  0.00
H  -1.8329  1.0609  -1.6249  0.05
H  -1.3586  2.3694  -3.6728  0.00
H  -2.3010  1.6609  -5.8396  0.00
H  -3.7122  -0.3590  -5.9775  0.00
H  -4.1702  -1.6868  -3.9713  0.00
H  0.8198  -5.3127  0.4859  0.00
H  3.0400  -6.2836  0.3041  0.00
H  4.9948  -4.8325  -0.1726  0.00
H  4.6953  -2.4157  -0.3464  0.00
H  5.2209  0.7100  -0.8487  0.00
H  7.0979  1.3546  0.5912  0.00
H  7.0426  0.8507  3.0077  0.00
H  5.1132  -0.3411  3.9850  0.00
H  3.2215  -1.0050  2.5525  0.00
H  2.3844  -2.2909  -2.5741  0.00
H  2.6923  -1.8755  -4.9646  0.00
H  3.3433  0.3662  -5.7672  0.00
H  3.6847  2.2051  -4.1557  0.00
H  3.3877  1.8169  -1.7518  0.00
C  0.6807  4.9063  2.1298  0.00
N  0.7691  4.7380  0.6807  0.00
C  0.3309  5.6779  -0.2227  0.00
C  0.5756  5.1970  -1.4677  0.00
N  1.1541  3.9663  -1.2916  0.00
C  1.2707  3.6901  0.0220  0.00
S  2.1513  2.3097  0.6651  0.00
H  0.7803  5.9645  2.3560  0.00
H  1.4943  4.3577  2.5982  0.00
H  -0.2875  4.5419  2.4757  0.00
H  -0.0905  6.6148  0.0964  0.00
H  0.4015  5.6250  -2.4387  0.00
H  1.5293  3.3752  -2.0204  0.00